# 1
Molecular formula: C4H14N3O
Method: DFT, ωB97M-V/def2-TZVPD

Each line ends with the Mulliken charge.
Positions of all 22 atoms, in Å:
C (-1.006, -1.072, 0.883)  -0.49
C (-0.961, 0.362, 1.451)  -0.66
C (-0.218, 1.421, 0.658)  -0.72
N (3.301, 0.345, 0.522)  -0.64
C (2.085, 0.615, 0.930)  0.16
N (1.040, 1.009, 0.029)  -0.23
N (-1.516, -1.039, -0.568)  -0.28
H (-1.701, -1.599, 1.445)  0.42
H (-0.006, -1.520, 0.794)  0.33
H (-1.971, 0.703, 1.718)  0.39
H (-0.547, 0.246, 2.506)  0.35
H (-0.971, 1.756, -0.120)  0.38
H (-0.050, 2.348, 1.277)  0.34
H (3.407, 0.264, -0.501)  0.22
H (1.773, 0.156, 1.963)  0.27
H (1.324, 1.464, -0.821)  0.23
H (-0.734, -0.781, -1.125)  0.21
H (-1.814, -1.920, -1.118)  0.39
H (-2.395, -0.441, -0.658)  0.38
H (0.317, -1.576, -3.042)  0.33
H (0.593, -0.105, -3.440)  0.32
O (0.053, -0.636, -2.784)  -0.70

Output
ΔE to the lowest compared entry with this formula, charge and spin, eV: 3.0152
Calculated total energy, hartree: -400.021732
Frontier orbital gap, eV: 8.69
Total charge: +1

# 2
Molecular formula: C6H10O
Method: DFT, ωB97M-V/def2-TZVPD

Each line ends with the Mulliken charge.
Positions of all 17 atoms, in Å:
C (-1.349, -0.423, 0.346)  -0.69
C (-0.638, -1.429, -0.573)  -0.43
O (0.629, -0.951, -0.848)  -0.60
C (1.722, -0.245, 0.864)  -0.37
C (1.624, 0.974, 0.216)  -0.40
C (0.454, 1.213, -0.498)  0.07
C (-0.998, 0.973, -0.168)  -0.51
H (-1.018, -0.539, 1.382)  0.25
H (-2.436, -0.561, 0.348)  0.39
H (-0.632, -2.428, -0.104)  0.26
H (-1.223, -1.548, -1.506)  0.35
H (0.926, -0.691, 1.440)  0.17
H (2.712, -0.645, 1.079)  0.29
H (2.533, 1.448, -0.141)  0.25
H (0.573, 1.937, -1.308)  0.32
H (-1.571, 1.171, -1.082)  0.35
H (-1.306, 1.743, 0.552)  0.30

Output
ΔE to the lowest compared entry with this formula, charge and spin, eV: 3.7710
Calculated total energy, hartree: -309.703789
Frontier orbital gap (alpha / beta), eV: 7.93 / 7.93

# 3
Molecular formula: C3H4OS
Method: DFT, ωB97M-V/def2-TZVPD

Each line ends with the Mulliken charge.
Positions of all 9 atoms, in Å:
C (0.083, -0.311, 0.108)  0.24
C (-0.389, -0.999, 1.110)  -0.61
C (0.882, 0.727, -0.597)  -0.60
O (-1.685, 1.437, -0.741)  -0.54
S (-0.759, 0.494, -1.358)  0.37
H (-1.294, -1.502, 0.998)  0.24
H (0.153, -1.456, 1.972)  0.25
H (1.545, 1.407, -0.137)  0.40
H (1.464, 0.203, -1.353)  0.25

Output
ΔE to the lowest compared entry with this formula, charge and spin, eV: 3.2309
Calculated total energy, hartree: -590.005921
Frontier orbital gap, eV: 9.79

# 4
Molecular formula: C9H12OS2
Method: DFT, ωB97M-V/def2-TZVPD

Each line ends with the Mulliken charge.
Positions of all 24 atoms, in Å:
C (3.696, -0.685, -0.083)  -0.08
C (2.994, -0.966, -1.231)  -0.73
C (3.027, -0.186, 1.026)  -0.74
C (1.649, -0.574, -1.295)  -0.14
C (1.642, -0.004, 0.987)  -0.09
C (0.906, -0.179, -0.184)  0.37
C (-4.007, 0.346, 0.064)  -0.96
C (-1.594, 0.124, 1.055)  -0.84
C (-0.513, 0.357, -0.383)  -0.42
O (-2.623, -1.852, -0.615)  -0.59
S (-0.293, 2.031, -1.102)  -0.21
S (-3.001, -1.055, 0.597)  0.42
H (4.794, -0.777, 0.020)  0.32
H (3.715, -1.157, -2.110)  0.23
H (3.594, -0.116, 1.957)  0.33
H (1.036, -0.530, -2.199)  0.35
H (0.991, 0.074, 1.821)  0.24
H (-4.180, 1.123, 0.768)  0.37
H (-4.855, -0.210, -0.224)  0.38
H (-3.571, 0.826, -0.779)  0.31
H (-1.963, 1.041, 1.462)  0.43
H (-0.895, -0.157, 1.816)  0.39
H (-0.966, -0.193, -1.088)  0.52
H (0.419, 2.720, -0.280)  0.15

Output
ΔE to the lowest compared entry with this formula, charge and spin, eV: 3.2233
Calculated total energy, hartree: -1221.641636
Frontier orbital gap, eV: 9.42

# 5
Molecular formula: C54H47F3O8P2PdS
Method: DFT, ωB97M-V/def2-TZVPD

Each line ends with the Mulliken charge.
Positions of all 116 atoms, in Å:
C (-5.539, 0.210, 3.447)  -1.39
C (-4.087, 0.084, 3.068)  1.10
C (-3.508, -1.171, 2.834)  -0.89
C (-2.161, -1.287, 2.478)  -0.28
C (-1.346, -0.143, 2.279)  0.28
C (0.145, -0.201, 1.849)  0.14
S (1.161, 0.649, 3.145)  0.77
C (2.718, -0.364, 3.446)  0.72
F (3.707, 0.460, 3.817)  -0.20
F (2.515, -1.306, 4.381)  -0.22
F (3.044, -0.954, 2.270)  -0.14
O (1.701, 1.508, 1.923)  -0.57
O (0.557, 1.444, 4.212)  -0.61
C (-1.930, 1.099, 2.559)  -0.40
C (-3.269, 1.214, 2.921)  -1.04
H (-5.813, 1.261, 3.572)  0.34
H (-6.194, -0.222, 2.680)  0.33
H (-5.762, -0.312, 4.385)  0.32
H (-4.149, -2.059, 2.932)  0.34
H (-1.742, -2.288, 2.354)  0.47
H (0.407, -1.286, 1.954)  0.69
H (-1.332, 2.000, 2.467)  0.45
H (-3.704, 2.202, 3.093)  0.26
C (4.033, -2.775, -8.711)  -0.70
C (5.069, -1.996, -8.195)  -0.55
C (5.469, -2.142, -6.864)  -0.32
C (4.775, -3.056, -6.077)  0.12
O (4.918, -3.036, -4.679)  -0.36
P (4.962, -1.719, -3.726)  1.26
O (5.241, -2.443, -2.296)  0.16
C (5.972, -3.625, -2.069)  0.31
C (7.325, -3.530, -1.746)  -0.37
C (8.040, -4.710, -1.532)  -0.55
C (7.396, -5.947, -1.618)  -0.60
C (6.031, -6.014, -1.922)  -0.50
C (5.306, -4.846, -2.155)  -0.46
O (6.394, -1.045, -4.110)  -0.48
C (7.156, -0.165, -3.333)  0.08
C (8.334, 0.299, -3.926)  -0.33
C (9.158, 1.144, -3.181)  -0.50
C (8.803, 1.506, -1.880)  -0.59
C (7.615, 1.037, -1.318)  -0.88
C (6.769, 0.195, -2.048)  0.24
Pd (3.164, -0.374, -3.877)  -0.80
P (1.363, -1.719, -4.234)  0.17
O (1.123, -2.012, -5.823)  -0.09
C (0.029, -2.520, -6.545)  0.11
C (-0.503, -1.711, -7.546)  -0.26
C (-1.685, -2.116, -8.164)  -0.49
C (-2.274, -3.334, -7.817)  -0.55
C (-1.669, -4.171, -6.875)  -0.70
C (-0.474, -3.786, -6.263)  -0.37
O (1.361, -3.197, -3.527)  0.54
C (0.424, -3.658, -2.586)  -0.12
C (-0.291, -4.808, -2.903)  -0.50
C (-1.421, -5.115, -2.142)  -0.58
C (-1.756, -4.332, -1.035)  -0.73
C (-0.958, -3.243, -0.675)  -0.43
C (0.163, -2.908, -1.440)  0.12
O (-0.090, -1.160, -3.752)  0.58
C (-1.141, -0.576, -4.472)  0.44
C (-2.338, -1.281, -4.555)  -0.58
C (-3.353, -0.758, -5.354)  -0.50
C (-3.178, 0.469, -5.995)  -0.67
C (-1.997, 1.194, -5.828)  -0.64
C (-0.972, 0.680, -5.035)  -0.07
C (1.814, 1.456, -1.706)  -0.27
C (2.822, 1.872, -2.692)  1.04
C (2.610, 1.637, -4.116)  -0.69
C (3.677, 1.809, -5.054)  0.19
C (4.890, 2.340, -4.626)  -0.94
C (5.059, 2.675, -3.283)  -0.19
C (4.055, 2.463, -2.338)  -1.07
C (2.067, 1.275, -0.386)  -0.95
C (1.059, 0.626, 0.686)  -0.08
C (3.819, -3.928, -6.595)  -0.28
C (3.416, -3.744, -7.918)  -0.29
H (3.705, -2.632, -9.744)  0.38
H (5.578, -1.261, -8.824)  0.40
H (6.277, -1.547, -6.446)  0.57
H (7.788, -2.547, -1.663)  0.39
H (9.102, -4.645, -1.295)  0.39
H (7.959, -6.865, -1.444)  0.35
H (5.519, -6.974, -1.982)  0.38
H (4.241, -4.856, -2.386)  0.42
H (8.571, -0.014, -4.940)  0.44
H (10.081, 1.512, -3.632)  0.39
H (9.455, 2.162, -1.299)  0.37
H (7.328, 1.319, -0.301)  0.38
H (5.823, -0.149, -1.626)  0.42
H (-0.008, -0.769, -7.779)  0.44
H (-2.143, -1.465, -8.908)  0.44
H (-3.209, -3.635, -8.292)  0.39
H (-2.114, -5.130, -6.611)  0.43
H (0.061, -4.437, -5.572)  0.44
H (0.018, -5.414, -3.754)  0.43
H (-2.031, -5.973, -2.427)  0.39
H (-2.641, -4.576, -0.443)  0.41
H (-1.204, -2.634, 0.198)  0.60
H (0.818, -2.081, -1.168)  0.26
H (-2.434, -2.230, -4.021)  0.38
H (-4.278, -1.321, -5.477)  0.43
H (-3.972, 0.869, -6.630)  0.36
H (-1.858, 2.162, -6.309)  0.42
H (-0.045, 1.229, -4.859)  0.10
H (0.822, 1.225, -2.103)  0.41
H (1.579, 1.592, -4.486)  0.10
H (3.494, 1.604, -6.118)  0.36
H (5.698, 2.530, -5.335)  0.34
H (5.998, 3.133, -2.963)  0.35
H (4.210, 2.762, -1.302)  0.41
H (3.031, 1.552, -0.009)  0.21
H (0.101, 1.036, 0.312)  0.22
H (1.457, -0.406, 0.519)  -0.12
H (3.375, -4.689, -5.954)  0.34
H (2.617, -4.370, -8.317)  0.41

Output
Calculated total energy, hartree: -4196.077789
Frontier orbital gap, eV: 6.83